Entry 1:
Entry from the Open Molecules 2025 dataset: C18H23ClF9N3OS2 as an isolated structure in a non-equilibrium geometry (wB97M-V/def2-TZVPD).

Its LUMO energy is -0.7 eV. As for the HOMO-LUMO gap: 8.176 eV.

The geometry in ORCA input format:
```
! RIJCOSX wB97M-V def2-TZVPD def2/J DEFGRID3
* xyz 0 1
C -0.55730 2.60566 -3.39053
C 0.83979 2.39844 -2.75582
C 0.95282 1.01430 -2.09868
Cl 2.56110 0.26531 -2.41238
C 0.57336 1.00458 -0.63267
C -0.53547 0.14662 -0.22500
C -1.14305 -0.81922 -1.23392
C -0.13316 -1.87298 -1.73957
C -0.26010 -3.24224 -1.07048
F -1.04952 -3.24817 0.01203
F -0.84979 -4.09881 -1.96220
C 1.10881 -3.90568 -0.76346
F 1.95068 -3.65276 -1.76277
F 0.94831 -5.22949 -0.69995
S 1.90925 -3.37244 0.87311
F 0.76905 -4.11902 1.65353
F 1.07927 -2.02812 0.87949
F 3.08215 -2.61150 0.12685
F 2.79194 -4.68736 0.86902
F 2.54235 -2.95974 2.25089
C -1.05524 0.18893 1.04848
C -2.24341 -0.59862 1.53264
C -3.57033 -0.00596 1.00889
C -4.09293 1.12452 1.89170
N -4.53760 0.66398 3.21846
C -0.45211 1.07111 1.99386
N -0.81262 1.24191 3.26294
S 0.20932 2.32823 3.88439
N 1.12065 2.61396 2.60913
C 0.66290 1.86223 1.60876
C 1.18512 1.81291 0.28586
C 2.40998 2.69811 0.08959
O 3.42334 2.34771 1.02382
C 4.29914 1.33803 0.61175
H -1.12513 1.68189 -3.45726
H -0.46880 3.01699 -4.39039
H -1.12777 3.32646 -2.81458
H 1.56442 2.44504 -3.55950
H 0.98348 3.19948 -2.04768
H 0.27096 0.38970 -2.64598
H -2.05105 -1.26734 -0.86700
H -1.43274 -0.22410 -2.09959
H -0.21591 -2.02764 -2.80819
H 0.87630 -1.53794 -1.54271
H -2.27291 -0.50703 2.61279
H -2.16310 -1.65796 1.32436
H -3.39941 0.35601 -0.00432
H -4.33573 -0.77859 0.92844
H -4.91932 1.60788 1.38177
H -3.28875 1.83570 2.05816
H -4.87253 -0.28820 3.13461
H -3.74971 0.64401 3.85200
H 2.81500 2.64456 -0.91396
H 2.11950 3.71008 0.35222
H 5.15915 1.31965 1.27215
H 4.66875 1.48959 -0.40294
H 3.83858 0.34735 0.64987
*
```

These are the natural (NBO) partial charges, in e, on atoms 1 to 4: -0.6069, -0.4181, -0.1967, -0.0672

Entry 2:
Entry from the Open Molecules 2025 dataset: C18H23Co2O8Si as an isolated structure in a non-equilibrium geometry (wB97M-V/def2-TZVPD).

Its LUMO energy is 2.5 eV. As for the HOMO-LUMO gap: 6.665 eV.

The geometry in ORCA input format:
```
! RIJCOSX wB97M-V def2-TZVPD def2/J DEFGRID3
* xyz -1 1
C -5.07703 3.80874 1.09094
C -4.05336 3.00288 1.86740
C -2.77931 2.78944 1.07459
C -1.82841 1.93811 1.89752
O -0.52290 2.04706 1.25614
C 0.45236 1.27680 1.80533
C 0.31083 -0.07352 1.90495
O 1.51956 1.97465 2.26610
Si 3.07463 1.97069 1.54324
C 4.00998 3.01215 2.76767
C 3.67456 0.21491 1.36415
C 2.86691 2.78587 -0.12266
H -5.97570 3.93494 1.69269
H -4.68727 4.79803 0.84413
H -5.33987 3.30862 0.15662
H -3.78168 3.51399 2.79779
H -4.45535 2.02137 2.14922
H -2.99061 2.25919 0.13343
H -2.31216 3.75284 0.81583
H -1.73233 2.32152 2.92793
H -2.16738 0.89171 1.95470
H 1.17522 -0.69850 2.10634
H -0.67201 -0.49091 1.74931
H 5.04226 3.16990 2.42472
H 3.52669 3.99470 2.88111
H 4.04287 2.53307 3.75776
H 4.71579 0.27953 1.01194
H 3.66776 -0.31916 2.32517
H 3.08894 -0.34922 0.62679
H 3.83321 2.81369 -0.64441
H 2.14574 2.23384 -0.73904
H 2.50279 3.81346 0.00766
O 3.55073 -4.29252 -3.47310
C 2.40510 -4.47031 -3.49687
Co 0.67522 -4.56897 -3.38765
C 0.41693 -3.26827 -4.53858
O 0.28926 -2.36578 -5.25518
C 0.46927 -6.12238 -4.19142
O 0.38223 -7.16231 -4.69580
C 0.43219 -3.89785 -1.48304
C 0.30534 -2.51857 -1.22050
C 1.08583 -1.47416 -0.91687
Co -1.22087 -3.29597 -1.67893
C -1.72622 -1.79681 -2.50124
O -1.97564 -0.77440 -2.99025
C -2.27420 -3.05982 -0.23363
O -3.05654 -2.82050 0.58071
C -2.06033 -4.61753 -2.59176
O -2.76210 -5.32847 -3.17858
H 0.92396 -4.59691 -0.78905
H 0.69246 -0.46569 -0.77330
H 2.17267 -1.63321 -0.88002
*
```

These are the natural (NBO) partial charges, in e, on atoms 1 to 4: -0.5992, -0.3921, -0.4167, -0.0444

no.,highest occupied orbital energy (eV)
1,-8.871
2,-4.185